ORCA calculation (wB97M-V/def2-TZVPD) on one molecule with the formula C4H8OS at a distorted geometry.

Output
**DFT total energy**: -17156.386 eV
**LUMO energy (alpha / beta)**: -0.834 / -0.834 eV
**Energy relative to the best compared isomer or geometry (same formula, charge and spin)**: 93.73 kcal/mol
**Strongest force on any atom**: 4.7 eV/Å
**Charge**: 0

```
14
C4H8OS wB97M-V/def2-TZVPD
C 0.0177 -1.0786 0.6403
C -0.4790 0.1362 -0.1389
C -1.9788 0.2794 -0.3986
C 1.8294 0.8781 -0.2877
O 0.3761 1.1239 -0.2495
S 1.3518 -1.5802 1.8220
H -0.8630 -1.5262 1.1280
H 0.0869 -1.8838 -0.1605
H -2.3142 1.0023 0.3292
H -2.4273 -0.7105 -0.3882
H -1.9054 0.7698 -1.4424
H 2.2243 0.8406 -1.3757
H 1.9644 -0.0901 0.3208
H 2.1172 1.8390 0.2012
```